This record from the Open Molecules 2025 dataset describes a molecular structure, C11H18Cl2FeN2S in a non-equilibrium geometry. The level of theory is the ωB97M-V functional and the def2-TZVPD basis.

Values from the calculation:
Frontier orbital gap (alpha / beta) ... 4.5 / 5.6 eV
LUMO (alpha / beta) ... 2.878 / 2.797 eV
Calculated total energy ... -3121.7105 Eh
Spin multiplicity ... 6
ΔE to the lowest compared entry with this formula, charge and spin ... 25.8 kcal per mole
Total charge ... -1

The geometry in XYZ format:
```
35
C11H18Cl2FeN2S | the Open Molecules 2025 dataset | the ωB97M-V functional and the def2-TZVPD basis
C 1.41143 -0.39845 -2.97000
H -1.27206 -1.00856 5.44460
C -0.42050 -1.09745 2.28729
C 1.39517 -0.86748 -0.40351
H -0.49574 2.34860 -3.98898
H 1.56335 0.15015 -0.00434
N -0.20382 -1.36555 3.60791
H -0.85040 0.66418 -4.36513
C 0.93736 -2.09678 4.13821
H 1.53119 0.99659 -4.58936
H 0.82653 -2.15704 5.22566
C -2.12586 -0.27341 3.52907
S 0.42128 -1.88962 0.98594
H 0.98086 -3.10193 3.71497
H 1.64580 1.78690 -3.00923
H 1.05225 -1.12293 -3.71837
H -0.96949 -0.02429 -0.42194
H -2.10920 0.95832 -2.42059
H 2.49296 -0.55047 -2.87247
Fe -0.63006 3.76735 -0.11358
Cl -2.10389 3.04216 1.32851
C -1.03698 1.15478 -2.25172
C -0.52790 0.10900 -1.40510
H 2.37599 -1.36382 -0.46665
H -1.99536 0.01364 1.41379
N -1.59767 -0.40391 2.24918
C -0.36503 1.31957 -3.63265
H 0.27277 -1.85369 -1.90770
C -1.24505 -0.86900 4.37204
Cl 1.47710 3.16570 -0.38135
C 0.62931 -0.81568 -1.68052
C 1.12632 0.98940 -3.56516
H -1.00072 2.15430 -1.74603
H -3.06266 0.22229 3.71513
H 1.87270 -1.58287 3.90208
```



This record from the Open Molecules 2025 dataset describes a molecular structure, C32H32As2IN3NiOS in a non-equilibrium geometry. The level of theory is the ωB97M-V functional and the def2-TZVPD basis.

Values from the calculation:
Frontier orbital gap (alpha / beta) ... 7.4 / 6.6 eV
LUMO (alpha / beta) ... -5.771 / -6.638 eV
Calculated total energy ... -8153.3291 Eh
Spin multiplicity ... 3
ΔE to the lowest compared entry with this formula, charge and spin ... 0.0 kcal per mole
Total charge ... +2

The geometry in XYZ format:
```
73
C32H32As2IN3NiOS | the Open Molecules 2025 dataset | the ωB97M-V functional and the def2-TZVPD basis
H -1.46306 -3.73363 -3.09185
C 2.40514 1.32355 -3.94132
C 4.60348 1.67092 -0.05282
H -4.58154 -0.70058 -1.26747
As -2.19963 1.14810 -1.96442
C 2.40394 1.19677 0.83191
C -0.91006 -0.24598 4.85178
C -0.07267 -1.08586 2.77725
C -1.63738 -3.02976 -2.24570
C -6.85799 1.69480 -1.51717
H 0.49645 2.47875 -0.92658
H 2.32864 1.80508 -4.92407
H -0.64565 2.25076 2.55258
C -1.90371 -1.25673 -0.13585
C -0.42467 -1.29851 4.08412
H 1.61329 -3.66159 3.18174
H -2.06307 -0.59942 0.70878
H 4.30713 2.77178 3.15075
C -1.70606 2.16916 -0.38834
H 0.04316 2.97344 0.62635
C -1.73065 -2.60193 0.12747
C 4.91547 2.24747 1.13592
H 3.96304 -3.09292 4.01724
H -1.64378 -4.56124 -0.76274
H -7.93316 1.80888 -1.45218
C 2.71966 1.82502 2.04850
H -1.17047 -0.41029 5.92564
C -4.67324 2.60968 -2.04672
H 4.91966 -2.35668 0.08503
C -1.66373 -3.49874 -0.91268
C -4.94918 0.28723 -1.43185
H -7.00294 -0.35541 -0.99184
O 1.06441 0.00044 -2.51650
C 3.37590 1.07530 -0.17600
C 2.38766 -3.31812 2.52000
N 2.01227 -3.23098 1.27613
Ni 0.33689 -1.29722 -1.09460
H -0.40797 -0.31327 -4.60752
C -4.10471 1.37400 -1.77939
C -0.17643 2.23496 -0.07474
H -1.87716 -1.27004 -3.54106
H 2.58083 1.97220 -3.11546
C 1.24233 0.43382 -3.64910
C -0.98938 1.06767 4.31606
H 0.77276 0.45701 -5.58085
C -0.10241 0.22347 2.25994
H 3.20846 0.44003 -1.06219
H -1.69931 -2.92946 1.16815
H -2.21781 1.77930 0.52262
H -2.08506 3.20725 -0.60144
C 4.61234 -2.65126 2.04970
C 3.99648 2.31957 2.22089
C 3.69139 -3.02153 2.96868
H 5.63758 -2.45177 2.20264
As 0.63696 0.60342 0.55018
H 5.88999 2.60263 1.29752
C 2.90726 -2.73447 0.40394
H -6.43049 3.76326 -2.02782
N 0.39647 0.27455 -4.69198
H -4.05287 3.44570 -2.38977
H 0.31677 -1.91524 2.18850
H 5.33300 1.53608 -0.86840
C -0.57032 1.29389 3.02475
S 2.45914 -2.36368 -1.16217
H 2.02767 1.79826 2.88986
H -1.35401 1.82156 4.92911
C -6.32815 0.45983 -1.28594
C -2.03882 -0.74282 -1.42757
I 4.12916 0.07123 -4.13382
C -6.05144 2.76583 -1.87011
H -0.41540 -2.32237 4.52814
C -1.82577 -1.67211 -2.48762
N 4.22535 -2.55902 0.77576
```



This record from the Open Molecules 2025 dataset describes C20H31N5O4 in the gas phase. The level of theory is the ωB97M-V functional and the def2-TZVPD basis.

Values from the calculation:
Frontier orbital gap ... 9.9 eV
LUMO ... 0.503 eV
SMILES ... CN(C[C@@H](O)CNC(=O)c1cnn(CC2CCC2)c1)C(=O)C[C@H]1CCCC(=O)N1
Calculated total energy ... -1355.4829 Eh
ΔE to the lowest compared entry with this formula, charge and spin ... 1.3 kcal per mole

The geometry in XYZ format:
```
60
C20H31N5O4 | the Open Molecules 2025 dataset | the ωB97M-V functional and the def2-TZVPD basis
C 1.60367 -1.80008 -1.00005
C 1.47940 4.25951 6.10456
O 2.23540 -2.84415 -1.02406
H 0.58907 -1.52983 -6.62476
H -2.93248 0.84367 1.71680
H -0.16805 3.93161 3.86555
H 2.75474 5.45027 7.54663
H 1.96839 3.65006 5.34630
C 0.87300 4.35381 8.16696
H -0.60045 -1.02965 -3.85770
H 1.43226 -3.16415 1.05732
N 0.83114 -1.44100 0.06681
C -1.68614 2.40298 3.29080
O -2.03512 -1.29102 0.12126
N 2.42698 -0.54034 -4.48505
O 1.98210 0.83862 -6.20558
H -1.20433 -0.37183 -1.52880
C 2.09688 -1.52956 -3.46377
H -1.26694 4.95556 6.37852
C 1.01045 -2.46773 -3.97962
C -2.06465 1.05138 -0.20280
C -0.98267 3.26890 4.10101
N -2.23931 1.35477 1.20032
H 0.67768 -3.10231 -3.15764
N -2.52093 2.28545 5.38505
H 1.44599 -3.12694 -4.73492
C -2.63123 1.81361 4.15669
H 1.41834 -1.70222 2.06781
H 0.77263 -0.26501 -2.31894
H 0.85473 3.82050 9.11579
H 2.90214 3.68830 7.67129
H 3.26053 0.01409 -4.35428
C 0.12269 -0.16882 0.16177
C -1.27730 -0.22800 -0.44314
H -1.79027 3.54999 7.31404
H -1.55251 1.89387 -0.66535
C 0.33037 3.62071 6.92122
H -0.36754 -0.14879 -6.13740
C -0.14251 -1.69008 -4.60006
C 0.89544 -2.24768 1.27846
C 0.36532 -0.87104 -5.78061
C -1.10830 3.88502 6.53435
C 1.64316 -0.10146 -5.50883
C 1.69152 -0.82712 -2.16441
H 2.99104 -2.11570 -3.25664
C 2.22342 4.50741 7.43441
H -3.04532 0.94020 -0.66513
H -1.58401 -2.11985 -0.07194
H 0.69232 0.64685 -0.28448
H 0.03046 0.06275 1.22259
H -0.10531 -2.48598 1.64007
O -0.49929 2.79777 1.28836
H -0.92862 -2.37179 -4.92786
C -1.41151 2.21237 1.85515
H 2.45678 -0.08874 -1.90120
H 1.15948 5.20196 5.65245
H 0.49004 2.54368 7.01555
H -3.38716 1.07231 3.94689
N -1.50732 3.16767 5.33245
H 0.38062 5.32068 8.29492
```



This record from the Open Molecules 2025 dataset describes 2 unconnected molecules or ions with the total composition C5H15NOS in a non-equilibrium geometry. The level of theory is the ωB97M-V functional and the def2-TZVPD basis.

Values from the calculation:
Frontier orbital gap ... 9.9 eV
LUMO ... 0.959 eV
SMILES ... CCCO.NCCS
Calculated total energy ... -727.6581 Eh
ΔE to the lowest compared entry with this formula, charge and spin ... 17.3 kcal per mole

The geometry in XYZ format:
```
23
C5H15NOS | the Open Molecules 2025 dataset | the ωB97M-V functional and the def2-TZVPD basis
O 1.74297 1.31785 -1.80040
C 2.35794 0.24322 -1.09263
S -3.01854 1.37476 -1.45544
H 3.16627 0.63341 -0.46417
N -1.15586 -0.14788 1.83329
H -1.84199 -0.43902 2.51415
H 2.38557 1.66938 -2.41692
H -0.41340 0.27244 2.37956
H -2.18825 1.67084 1.45072
C 1.95778 -1.67083 0.40028
C -2.63501 0.24202 -0.08095
H 0.41711 -0.66619 -0.84998
C 1.30713 -0.46359 -0.25750
H 1.01136 0.23161 0.52672
H 2.80145 -1.38364 1.02562
H -4.10453 0.73061 -1.84526
C -1.67265 0.87356 0.90704
H -3.52462 -0.03401 0.48512
H 2.80957 -0.48269 -1.77941
H -2.15754 -0.64351 -0.49265
H 1.24463 -2.24889 0.98731
H 2.32760 -2.37138 -0.35541
H -0.81702 1.29193 0.38091
```